{"formula": "C22H41BiNO4S2Si", "method": "ωB97M-V/def2-TZVPD", "species": ["Bi", "O", "N", "C", "C", "C", "C", "C", "S", "H", "H", "H", "H", "C", "C", "C", "C", "C", "H", "H", "H", "H", "H", "H", "H", "H", "H", "H", "C", "C", "C", "C", "O", "Si", "S", "O", "C", "C", "C", "C", "O", "C", "C", "C", "C", "H", "H", "H", "H", "H", "H", "H", "H", "H", "H", "H", "H", "H", "H", "H", "H", "H", "H", "H", "H", "H", "H", "H", "H", "H", "H", "H"], "positions_angstrom": [[0.622440, -2.011700, 2.102342], [-0.058864, -1.063189, 4.805580], [-1.197401, -1.567314, 5.040585], [-2.193364, -0.780445, 5.494489], [-3.424841, -1.276894, 5.851118], [-3.661733, -2.640931, 5.714186], [-2.669376, -3.433575, 5.168647], [-1.437389, -2.899273, 4.797809], [-0.209238, -3.850303, 4.067346], [-1.927453, 0.261569, 5.577048], [-4.177380, -0.601524, 6.229885], [-4.606441, -3.063749, 6.015730], [-2.822777, -4.490074, 5.004681], [2.918261, 0.431114, 4.265371], [3.379447, -0.469387, 3.100724], [3.334362, 0.333820, 1.803205], [4.820318, -0.946992, 3.362074], [2.449785, -1.640870, 3.067350], [3.450457, 1.382260, 4.263649], [3.084857, -0.060590, 5.220933], [1.852213, 0.611588, 4.175567], [3.942626, 1.235466, 1.881885], [2.308283, 0.612251, 1.585052], [3.709011, -0.261974, 0.974341], [5.500060, -0.100695, 3.466457], [5.165029, -1.566917, 2.537409], [4.865207, -1.540504, 4.274357], [2.588871, -2.298870, 3.912738], [-0.104377, -0.123625, -4.797307], [0.278608, -1.303502, -3.903007], [1.786483, -1.557663, -3.995564], [-0.495093, -2.550516, -4.349632], [-0.036279, -1.081763, -2.545749], [-0.239922, 0.333513, -1.748826], [-0.010518, 0.156743, 0.312246], [0.834639, 1.363312, -2.427188], [1.081321, 2.729410, -2.201080], [0.806740, 3.138270, -0.758699], [2.565207, 2.939242, -2.524635], [0.186027, 3.555597, -3.132343], [-1.702439, 0.984810, -2.155118], [-2.979120, 0.602396, -1.702124], [-3.230600, 1.230382, -0.330676], [-3.101313, -0.918021, -1.607282], [-3.991907, 1.136282, -2.723832], [0.108618, -0.348889, -5.841925], [0.458694, 0.750866, -4.494616], [-1.162255, 0.096480, -4.684474], [2.092878, -1.720690, -5.027117], [2.045141, -2.428808, -3.398578], [2.308586, -0.695223, -3.590391], [-0.168212, -2.858193, -5.341014], [-1.561178, -2.338312, -4.382112], [-0.327523, -3.360256, -3.645697], [1.362701, 2.500417, -0.079368], [-0.247544, 3.010623, -0.534249], [1.091352, 4.176071, -0.606219], [3.160208, 2.308124, -1.870561], [2.854502, 3.975556, -2.377327], [2.768346, 2.656543, -3.554713], [-0.843687, 3.244841, -2.981711], [0.451485, 3.388305, -4.173521], [0.278563, 4.616188, -2.909287], [-2.433127, 0.933214, 0.345225], [-4.184929, 0.904714, 0.069842], [-3.221957, 2.314138, -0.407363], [-2.420077, -1.292813, -0.849600], [-2.829447, -1.373913, -2.555548], [-4.119624, -1.200584, -1.351061], [-3.907126, 2.216762, -2.802607], [-5.004852, 0.884391, -2.422614], [-3.801966, 0.703284, -3.703136]], "forces_ev_per_angstrom": [[0.3, -0.2, 0.1], [0.8, 0.5, -0.2], [-0.9, -0.4, 0.2], [-0.5, 0.3, 0.3], [0.1, -0.1, 0.0], [0.2, 0.0, -0.1], [-0.4, 0.3, 0.2], [0.3, -0.3, -0.2], [0.3, -0.3, 0.0], [0.1, 0.0, 0.0], [0.0, 0.0, 0.0], [-0.1, -0.1, 0.0], [0.0, 0.0, 0.0], [0.0, -0.2, -0.1], [0.4, 0.2, -0.2], [0.1, -0.1, 0.2], [-0.3, 0.0, 0.0], [-0.3, 0.1, -0.4], [0.1, 0.1, 0.0], [0.0, -0.1, 0.1], [-0.2, 0.1, 0.0], [0.1, 0.1, 0.0], [-0.1, 0.2, -0.2], [0.0, -0.1, -0.2], [0.0, 0.1, 0.0], [0.1, -0.1, -0.1], [0.0, 0.0, 0.1], [-0.2, -0.2, 0.3], [0.0, -0.1, 0.1], [0.2, -0.4, -0.7], [-0.3, 0.1, 0.1], [0.2, 0.3, 0.1], [-0.1, -0.1, 0.2], [0.1, -0.1, 1.1], [0.0, -0.1, -0.4], [0.3, -0.2, -0.2], [0.3, 0.7, -0.1], [0.1, -0.1, -0.2], [-0.4, -0.1, 0.1], [0.2, -0.2, 0.1], [0.2, 0.2, -0.3], [-0.8, 0.0, 0.2], [0.1, -0.1, -0.2], [0.1, 0.2, -0.1], [0.3, -0.1, 0.2], [0.0, -0.1, -0.1], [0.0, 0.1, -0.1], [-0.2, 0.1, 0.0], [0.1, 0.0, -0.1], [0.1, -0.1, 0.1], [0.1, 0.1, 0.0], [0.0, -0.1, -0.1], [-0.1, 0.0, 0.0], [0.1, -0.1, 0.1], [0.1, 0.0, 0.1], [-0.2, 0.1, 0.1], [0.0, 0.2, 0.0], [0.1, -0.1, 0.1], [0.0, 0.2, 0.0], [0.0, 0.0, -0.1], [-0.2, 0.0, 0.0], [0.0, 0.0, -0.2], [0.0, 0.1, 0.0], [0.0, 0.0, 0.1], [-0.3, 0.0, 0.1], [0.0, 0.2, 0.0], [0.1, -0.1, 0.2], [0.0, -0.1, -0.1], [-0.1, 0.0, 0.1], [0.0, 0.2, 0.0], [-0.2, 0.0, 0.1], [0.0, -0.1, -0.1]], "mulliken_charge": [0.90, -0.50, 0.22, -0.23, -0.66, -0.17, -0.74, 0.38, -0.50, 0.42, 0.37, 0.36, 0.37, -1.74, 2.63, -1.54, -1.96, -1.34, 0.44, 0.44, 0.28, 0.46, 0.08, 0.38, 0.40, 0.42, 0.44, 0.28, -1.39, 1.89, -1.67, -1.85, -0.29, -0.26, -0.78, 0.11, 1.86, -1.45, -1.80, -1.60, 0.30, 1.64, -1.47, -1.26, -1.83, 0.53, 0.24, 0.17, 0.41, 0.36, 0.22, 0.44, 0.37, 0.33, 0.07, 0.28, 0.54, 0.35, 0.43, 0.35, 0.10, 0.36, 0.49, 0.11, 0.47, 0.31, 0.18, 0.11, 0.59, 0.35, 0.41, 0.39], "e_homo_ha": [-0.1580, -0.1465], "gap_ev": [6.985, 6.699], "e_above_lowest_kcal_mol": 7.2, "e_tot_ev": -68551.8394, "charge": -1}

***

{"formula": "C4H9NO2", "method": "ωB97M-V/def2-TZVPD", "species": ["N", "C", "O", "C", "C", "C", "O", "H", "H", "H", "H", "H", "H", "H", "H", "H"], "positions_angstrom": [[-1.371292, -0.509437, 1.278327], [-0.084430, -0.511918, 1.757184], [0.314539, -1.279871, 2.612608], [0.824594, 0.434809, 0.995380], [0.956034, -0.153172, -0.440846], [0.114529, 0.489400, -1.547836], [-1.213422, -0.030796, -1.559114], [-1.812019, -1.417119, 1.256087], [-1.553221, 0.037386, 0.445136], [0.418909, 1.455244, 0.962060], [1.779714, 0.490620, 1.530058], [2.000862, -0.093124, -0.752626], [0.702498, -1.222766, -0.433622], [0.087925, 1.579549, -1.412990], [0.590576, 0.281733, -2.515267], [-1.676733, 0.354618, -2.315095]], "forces_ev_per_angstrom": [[-0.1, -0.1, 0.1], [0.0, -0.1, 0.0], [-0.2, 0.3, -0.3], [0.0, 0.0, 0.0], [0.1, 0.0, -0.1], [0.5, 0.2, 0.0], [-0.2, 0.1, -0.1], [-0.2, 0.1, 0.3], [0.1, -0.2, 0.1], [-0.1, -0.2, 0.0], [-0.2, -0.2, -0.3], [0.0, 0.1, 0.0], [0.2, 0.2, 0.1], [0.0, -0.1, 0.0], [0.0, 0.0, 0.1], [0.1, -0.1, 0.2]], "mulliken_charge": [-0.49, 0.48, -0.61, -0.63, -0.57, -0.45, -0.55, 0.25, 0.27, 0.37, 0.31, 0.35, 0.32, 0.31, 0.37, 0.30], "e_homo_ha": -0.3499, "gap_ev": 10.105, "smiles": "NC(=O)CCCO", "e_above_lowest_kcal_mol": 18.8, "e_tot_ev": -9879.2432, "charge": 0}

***

{"formula": "C5H11NO", "method": "ωB97M-V/def2-TZVPD", "species": ["C", "C", "C", "C", "N", "C", "H", "H", "H", "H", "H", "H", "H", "H", "H", "H", "H", "O"], "positions_angstrom": [[-0.173694, 0.841391, -2.684079], [0.814608, -0.365998, -2.472522], [1.607991, -0.353401, -1.281843], [0.955810, -0.196228, -0.080561], [1.526723, -0.243523, 1.252820], [2.512423, 0.120986, 1.945887], [-0.016311, 1.446857, -3.531696], [-0.005138, 1.766464, -2.054101], [-1.247873, 0.439795, -2.717914], [1.437413, -0.786538, -3.307060], [0.134165, -1.226825, -2.421463], [2.639655, -0.642987, -1.472177], [-0.039718, 0.140658, -0.010171], [2.570811, -0.252759, 3.021802], [3.426874, 0.717164, 1.848196], [-5.487282, -0.916359, 3.125696], [-6.076666, 0.443571, 3.109358], [-5.290727, 0.036890, 2.884812]], "forces_ev_per_angstrom": [[-0.5, 0.0, 0.6], [-2.0, -0.9, -2.6], [-0.3, -0.1, 3.3], [4.6, 1.0, 0.5], [-0.6, -0.6, -0.8], [-0.1, -0.9, 1.5], [0.2, -0.2, -2.2], [-0.5, -1.7, 0.8], [1.5, 1.1, 0.3], [-0.4, 1.5, 0.1], [-0.1, 0.0, 0.3], [0.0, 0.2, 1.0], [-1.1, 0.0, -0.2], [-0.6, 0.2, -1.1], [-0.3, 0.4, -1.5], [0.6, 1.6, -0.5], [-2.6, 1.7, 0.7], [1.9, -3.3, -0.2]], "mulliken_charge": [-1.09, -0.44, -0.26, -0.31, -0.41, -0.19, 0.37, 0.35, 0.25, 0.36, 0.22, 0.31, 0.39, 0.19, 0.25, 0.33, 0.30, -0.63], "e_homo_ha": -0.2950, "gap_ev": 8.962, "smiles": "C=N/C=C/CC.O", "e_above_lowest_kcal_mol": 98.3, "e_tot_ev": -8897.4359, "charge": 0}